Entry from the Open Molecules 2025 dataset: C19H30BBeBr4ClCsF5IN3O11 as an isolated structure (ωB97M-V/def2-TZVPD).

Results
HOMO-LUMO gap in eV: 1.57
Electronic energy in eV: -363169.102
Spin multiplicity: 1

Last column: Löwdin charge in e.
Element x y z (Å)
C (0.690107, -0.080137, 1.947814)  -0.324
C (-0.124597, 1.381830, 1.890512)  -0.493
F (0.557290, 2.268864, 2.776904)  -0.146
C (-0.117871, 1.822736, 0.358119)  -0.105
N (0.380632, 3.133168, -0.104635)  0.009
C (1.160276, 4.216235, 0.527784)  -0.108
C (2.702745, 3.975798, 0.235502)  -0.748
O (3.440553, 3.385712, 0.990842)  0.029
I (3.552532, 4.708879, -1.642626)  0.945
C (0.078898, 3.283862, -1.376240)  0.086
C (-0.759539, 2.008403, -1.917428)  -0.167
O (-1.647040, 2.664278, -2.864389)  -0.044
C (-1.440584, 1.559209, -0.519780)  -0.291
C (-2.671638, 2.521953, -0.266514)  0.006
C (-4.029179, 2.075285, -0.923528)  -0.416
O (-5.076846, 2.622739, -0.510911)  -0.144
O (-4.181188, 1.140224, -1.912590)  0.132
N (-1.665772, 0.110412, -0.753366)  0.168
C (-2.277667, -0.446305, 0.208335)  -0.198
O (-2.987432, -0.709334, 1.132360)  0.187
H (1.701327, 0.113769, 1.441026)  0.032
H (0.804040, -0.430279, 3.067693)  -0.137
H (0.169834, -0.886953, 1.351781)  0.070
H (-1.190787, 1.259816, 2.226320)  -0.006
H (0.609235, 1.082784, -0.129088)  0.154
H (0.882958, 5.186519, 0.003987)  0.121
H (0.920232, 4.395777, 1.621211)  0.146
H (0.393929, 4.206935, -1.945235)  0.137
H (-0.007958, 1.285973, -2.365602)  0.193
H (-1.184473, 2.765883, -3.722824)  0.131
H (-2.477429, 3.589039, -0.598035)  0.142
H (-2.868710, 2.592515, 0.852539)  0.119
H (-3.342020, 0.966546, -2.390864)  0.122
Br (-0.442834, 0.283350, 3.883415)  0.477
C (-2.371780, 3.209615, 5.333916)  -0.370
C (-2.422997, 3.775948, 3.948016)  -0.247
N (-2.461792, 4.217213, 2.871293)  0.162
H (-1.372923, 3.337286, 5.751027)  0.111
H (-3.095258, 3.723427, 5.974682)  0.065
H (-2.616199, 2.144880, 5.309491)  -0.437
Be (-5.643745, 4.815799, -0.829326)  0.355
C (7.036702, 2.415019, -1.393278)  -1.003
O (7.008219, 1.283564, -2.051831)  -0.355
O (7.612915, 2.576820, -0.292328)  -0.109
O (6.461954, 3.449606, -1.838814)  -0.169
C (4.145660, -1.305408, -1.072595)  -1.574
Br (3.112450, -2.015497, 0.404363)  0.612
Br (3.792344, -2.268215, -2.710227)  0.670
Br (3.884517, 0.604112, -1.293556)  0.589
H (5.194080, -1.456804, -0.827021)  -0.035
Cs (-3.982914, 1.328351, 5.397617)  1.401
B (2.330479, -5.501621, -4.820284)  -1.183
F (2.033075, -6.116208, -6.072146)  0.050
F (2.892772, -4.206080, -5.047654)  0.009
F (1.129567, -5.369210, -4.056867)  0.040
F (3.264079, -6.305747, -4.103363)  0.051
Cl (8.140318, 0.005205, -1.283476)  0.569
C (-1.141368, -7.616434, -0.227959)  -0.110
O (-0.413988, -7.710277, 0.989235)  -0.202
C (0.989187, -7.547920, 0.796389)  -0.194
C (1.442906, -6.145659, 1.174366)  -0.197
O (0.899372, -5.170253, 0.292189)  -0.194
C (-0.214449, -4.497484, 0.852738)  -0.124
H (-2.199068, -7.500817, 0.016895)  0.083
H (-0.827679, -6.756859, -0.825563)  0.089
H (-1.012961, -8.533428, -0.809549)  0.089
H (1.270683, -7.784973, -0.234475)  0.133
H (1.488364, -8.267319, 1.453928)  0.122
H (2.531735, -6.091582, 1.077415)  0.128
H (1.186801, -5.916736, 2.214825)  0.123
H (0.130140, -3.777098, 1.605607)  0.077
H (-0.926663, -5.190572, 1.306643)  0.082
H (-0.719611, -3.952884, 0.052481)  0.085
O (-6.444507, 8.225005, -1.968578)  0.250
H (-5.923251, 8.093318, -1.139737)  0.149
H (-7.383949, 8.433231, -1.771141)  0.190
H (-6.367237, 7.437447, -2.562806)  0.141

Forces on the atoms, in the same order (eV/Å):
2.3 0.7 -3.1
0.8 -1.1 -1.9
-0.5 0.6 -2.5
1.2 -1.8 0.3
-1.0 1.5 -2.7
0.2 1.6 0.4
1.9 -1.3 1.6
-2.2 1.4 -1.5
-0.6 -0.4 0.7
0.3 -1.5 1.1
1.4 3.7 0.4
0.3 -1.4 0.0
1.9 1.1 -2.6
-0.3 -0.9 0.7
-1.5 0.4 -0.3
1.7 -0.2 -0.8
0.9 1.7 1.4
-1.6 -1.1 2.9
-1.5 1.9 1.3
2.5 -0.1 -3.1
-1.3 -0.1 0.3
2.2 -0.5 -4.1
0.4 0.9 0.6
1.1 0.7 -1.1
-0.7 0.8 0.7
0.3 -1.4 0.5
0.5 -0.9 -1.3
-0.4 -1.2 0.6
-1.2 0.4 0.6
-0.3 -0.3 0.6
-0.1 -1.4 0.2
0.1 -0.1 -1.4
-0.2 0.0 0.5
-7.1 -0.6 11.2
2.7 2.5 -0.9
0.2 0.2 -0.6
-0.1 -0.8 1.8
0.1 0.1 -0.1
0.0 0.1 0.0
7.6 5.5 -0.6
0.1 -0.4 0.0
1.2 5.9 5.0
1.2 -3.7 -1.0
0.6 -2.3 -0.2
-1.5 -1.5 -2.8
0.1 -0.3 -0.4
0.2 -0.1 -0.2
-0.1 0.1 0.3
-0.2 -0.1 0.1
-0.2 0.2 0.0
-9.6 -8.2 0.3
0.0 -0.3 0.0
0.1 0.3 0.6
-0.2 -0.4 0.2
0.5 0.0 -0.3
-0.5 0.4 -0.3
-1.7 1.7 -1.1
0.0 0.0 0.1
0.0 0.2 -0.2
-0.1 0.0 0.4
0.2 -0.1 -0.5
-0.4 0.0 0.4
0.3 0.0 -0.2
0.1 -0.1 0.1
0.1 -0.1 0.0
0.0 0.0 -0.1
0.0 0.1 0.0
0.0 0.0 0.0
0.0 0.0 0.0
-0.1 -0.1 0.0
-0.1 0.0 0.1
0.0 0.0 0.0
0.1 0.0 -0.1
-0.1 0.4 -0.1
0.0 -0.4 -0.1
0.2 -0.1 0.0
0.1 -0.2 0.4



Entry from the Open Molecules 2025 dataset: one molecule with the formula C4H4N2 (ωB97M-V/def2-TZVPD).

Results
HOMO-LUMO gap in eV: 10.55
Energy relative to the best compared isomer or geometry (same formula, charge and spin) in kJ/mol: 263.45
Structure (SMILES): C#C[C@H](N)C#N
Electronic energy in eV: -7189.958
Spin multiplicity: 1

Last column: Löwdin charge in e.
Element x y z (Å)
C (-0.703076, 0.678975, -1.879996)  0.152
C (-0.293534, 0.449820, -0.787989)  -0.152
C (-0.003218, 0.250787, 0.578231)  -0.364
N (1.324033, -0.534812, 0.545028)  0.036
C (-1.028866, -0.484584, 1.316254)  -0.168
N (-1.827340, -1.066892, 1.910703)  0.167
H (-1.027786, 0.847679, -2.861665)  0.026
H (0.145166, 1.216341, 1.070141)  0.153
H (1.300894, -1.350939, -0.068538)  0.078
H (2.113727, -0.006375, 0.177830)  0.073

Forces on the atoms, in the same order (eV/Å):
0.1 0.0 -0.5
-1.7 0.8 -0.8
3.0 -1.2 0.2
-0.2 0.0 1.0
-0.6 -0.7 0.5
0.6 0.5 -0.5
-0.2 0.1 -0.6
0.2 -0.2 0.1
-0.7 0.3 0.3
-0.6 0.5 0.2



Number 1: strongest force on any atom 13.265 eV Å⁻¹. Number 2: strongest force on any atom 3.198 eV Å⁻¹.